Record 1
Entry from the OMol25 dataset: 2 unconnected molecules or ions with the total composition C4H10O3 (ωB97M-V/def2-TZVPD).

Structure (XYZ):
```
17
Properties=species:S:1:pos:R:3:forces:R:3:nbo_charge:R:1
C 0.1177 -0.1885 0.5321 1.74 1.16 -2.13 -0.433
C -1.2752 0.3764 0.2962 -0.13 -0.72 -0.53 -0.433
C -2.3672 -0.3098 1.1576 -0.94 1.88 0.74 -0.015
O -3.6399 0.2148 1.1491 0.51 -0.06 -0.32 -1.006
C 1.1378 0.8103 -0.1769 -0.30 -0.09 0.92 -0.020
O 2.4291 0.2982 -0.2257 -0.14 0.08 -0.35 -0.834
H 0.5362 -0.2637 1.5336 -0.64 0.08 0.47 0.178
H 0.3680 -1.1428 0.0467 -0.62 -0.03 0.07 0.190
H -1.5034 0.2948 -0.7891 -0.03 -0.45 0.38 0.172
H -1.2000 1.4657 0.3653 -0.39 0.15 0.84 0.170
H -1.9294 -0.2204 2.2062 -0.01 -0.56 -0.32 0.054
H -2.3904 -1.3575 0.8463 0.44 -0.72 0.04 0.083
H 1.1077 1.7354 0.4475 0.20 -0.23 -0.10 0.106
H 0.7843 1.1703 -1.1688 -0.08 -0.58 0.18 0.129
H 2.5316 -0.2870 -1.1346 0.49 0.09 0.23 0.506
H 2.9209 -1.9154 -2.1614 -0.07 -0.06 0.09 0.403
O 2.8882 -0.9689 -2.3209 -0.03 0.06 -0.20 -1.248
```
Positions in Å, forces in eV/Å.

Summary:
2S+1 = 1
E = -10449.5189 eV
Strongest force on any atom = 3.0 eV/A
Net charge = -2
Relative energy (zero: lowest compared OMol25 entry of this formula, charge and spin) = 0.515 eV


Record 2
Entry from the OMol25 dataset: a molecular structure, C5H7NO (ωB97M-V/def2-TZVPD).

Structure (XYZ):
```
14
Properties=species:S:1:pos:R:3:forces:R:3:nbo_charge:R:1
O 1.9073 0.4765 0.4892 0.21 -0.12 0.01 -0.488
C 0.8220 1.3185 0.8623 -0.16 0.16 0.14 -0.112
C 0.9198 0.7744 -0.4878 -0.16 0.08 -0.17 0.052
C -0.0190 -0.3276 -0.9279 0.30 0.03 -0.15 -0.098
C -0.4186 -1.3392 0.1742 0.02 -0.04 0.07 -0.490
C -1.6972 -0.5545 0.0769 -0.20 0.10 -0.10 0.093
N -1.4171 0.2058 -0.9179 -0.10 -0.20 0.31 -0.366
H 1.0642 2.3632 1.0486 0.05 -0.16 -0.05 0.189
H 1.2552 1.4422 -1.2825 -0.03 -0.11 0.12 0.193
H 0.2837 -0.7507 -1.8919 -0.06 0.08 0.14 0.203
H 0.1654 -1.3338 1.0985 -0.15 0.06 -0.10 0.230
H -0.5171 -2.3683 -0.1840 0.06 0.14 0.04 0.230
H 0.1081 0.8790 1.5606 0.16 0.08 -0.10 0.177
H -2.6324 -0.5540 0.6391 0.06 -0.10 -0.14 0.186
```
Positions in Å, forces in eV/Å.

Summary:
2S+1 = 1
E = -8833.2307 eV
Strongest force on any atom = 0.4 eV/A
Relative energy (zero: lowest compared OMol25 entry of this formula, charge and spin) = 2.972 eV


Record 3
Entry from the OMol25 dataset: C5H11NO in the gas phase (ωB97M-V/def2-TZVPD).

Structure (XYZ):
```
18
Properties=species:S:1:pos:R:3:forces:R:3:nbo_charge:R:1
C -0.7438 1.8350 -1.2904 -0.06 0.01 0.01 -0.612
C 0.6224 1.1625 -1.1947 0.04 -0.02 -0.05 -0.412
C 1.0316 0.7796 0.2273 0.10 0.08 -0.03 -0.216
N 0.1348 -0.1821 0.8495 -0.04 -0.10 0.01 -0.624
C 0.1479 -1.4961 0.4940 0.09 -0.05 -0.03 0.673
C -0.7092 -2.4151 1.3423 -0.05 -0.07 -0.01 -0.708
O 0.8370 -1.9131 -0.4238 -0.13 0.09 0.24 -0.631
H -0.9598 2.1123 -2.3275 -0.01 -0.03 0.17 0.214
H -1.5409 1.1621 -0.9542 0.12 0.09 -0.04 0.205
H -0.7954 2.7468 -0.6810 0.04 -0.13 -0.09 0.196
H 0.6344 0.2513 -1.8014 0.01 0.13 0.06 0.226
H 1.3964 1.8256 -1.6022 -0.10 -0.08 0.08 0.202
H 2.0359 0.3415 0.2060 -0.12 0.08 0.00 0.212
H 1.0624 1.6640 0.8763 -0.02 -0.13 -0.13 0.193
H -0.4402 0.1063 1.6220 0.04 -0.04 -0.06 0.395
H -1.5437 -1.8980 1.8257 0.12 -0.06 -0.08 0.209
H -0.0796 -2.8620 2.1212 -0.10 0.08 -0.15 0.236
H -1.0902 -3.2207 0.7108 0.06 0.13 0.11 0.241
```
Positions in Å, forces in eV/Å.

Summary:
2S+1 = 1
E = -8901.6586 eV
Strongest force on any atom = 0.3 eV/A
Relative energy (zero: lowest compared OMol25 entry of this formula, charge and spin) = 0.039 eV


Record 4
Entry from the OMol25 dataset: 2 unconnected molecules or ions with the total composition C5H11Cl3N2P (ωB97M-V/def2-TZVPD).

Structure (XYZ):
```
22
Properties=species:S:1:pos:R:3:forces:R:3:nbo_charge:R:1
N 1.6955 0.3855 -0.2866 -0.63 -0.11 0.71 -1.283
P 1.1372 0.5498 1.1711 0.94 -0.45 -1.17 1.332
C -0.4255 1.5307 1.1976 -0.57 1.47 0.68 -0.653
C -1.0619 1.6983 -0.1301 0.38 -0.17 -0.34 0.336
N -2.0338 0.8930 -0.2562 -0.79 -0.60 0.02 -0.408
C -2.1450 -0.0116 0.9336 0.40 0.63 -0.31 -0.230
C -1.6340 0.9641 1.9876 0.59 -0.64 -0.62 -0.384
H 1.7659 -0.6149 -0.4613 0.26 0.12 -0.49 0.392
H 0.8644 -0.6641 1.8328 -0.24 0.26 0.37 -0.041
H 1.9589 1.2713 2.0530 -0.32 0.07 0.25 -0.037
H -0.1650 2.5394 1.5185 0.22 0.04 0.28 0.287
H -0.8370 2.4204 -0.8955 0.28 0.08 -0.17 0.261
H -2.6697 0.8432 -1.0443 0.20 0.03 -0.14 0.454
H -3.1383 -0.4104 1.0433 -0.23 -0.12 0.03 0.251
H -1.3869 -0.7586 0.7308 -0.22 -0.71 0.17 0.225
H -2.3858 1.7307 2.0952 -0.13 0.31 0.50 0.234
H -1.3454 0.5174 2.9242 -0.12 -0.15 0.33 0.255
C 2.3230 -2.6422 -2.9670 0.16 0.08 -0.08 -0.285
Cl 1.6313 -3.1351 -1.4084 -0.06 -0.02 0.04 -0.013
Cl 1.8667 -0.9837 -3.3559 -0.02 -0.07 -0.04 0.025
Cl 4.0700 -2.8292 -2.9551 -0.07 0.00 0.02 0.049
H 1.9155 -3.2942 -3.7272 -0.04 -0.03 0.01 0.235
```
Positions in Å, forces in eV/Å.

Summary:
2S+1 = 1
E = -55191.3133 eV
Strongest force on any atom = 1.7 eV/A
Net charge = +1